A structure of composition C25H19AgN5O3S2 at a distorted geometry, computed with ωB97M-V with the def2-TZVPD basis set.

Calculated values
**LUMO level**: 0.0606 Eh
**ΔE to the lowest compared entry with this formula, charge and spin**: 0.0 kJ/mol
**Gap between HOMO and LUMO**: 6.6 eV
**Charge**: -1

Structure (XYZ):
```
55
C25H19AgN5O3S2, DFT ωB97M-V with the def2-TZVPD basis set
Ag -1.7267 -0.3425 -1.8958
S -1.1145 -2.4231 -2.7579
C 0.5174 -2.0353 -3.2168
N 1.1512 -0.9219 -2.9986
C 2.4874 -1.0356 -3.2897
C 3.4891 -0.0916 -2.9867
C 4.8194 -0.3413 -3.2420
C 5.2328 -1.6085 -3.7139
C 4.2853 -2.5756 -3.9363
C 2.9432 -2.2762 -3.7610
S 1.5394 -3.3009 -3.8334
H 3.2527 0.8128 -2.5093
H 5.5840 0.3918 -2.9897
H 6.2993 -1.8345 -3.8242
H 4.4773 -3.6024 -4.2553
C 1.7878 2.3192 -0.2389
O 1.4016 1.6497 1.0217
C 1.4372 0.3001 1.0904
C 1.9683 -0.5768 0.1376
C 1.8896 -1.9529 0.2627
C 1.2613 -2.5286 1.3803
C 0.7748 -1.6834 2.3664
C 0.8561 -0.2936 2.2328
N 0.2607 0.5097 3.1673
C -0.9723 0.4310 3.6931
C -2.0692 -0.2245 3.2139
C -3.2565 -0.3370 4.0869
C -4.3683 -0.9475 3.7364
C -4.4136 -1.7064 2.4879
C -3.3453 -1.6965 1.6293
C -2.2432 -0.7697 1.8414
O -1.5127 -0.4036 0.9172
H 2.8852 2.3959 -0.1795
H 1.3447 3.3508 -0.2302
H 1.4376 1.6743 -1.0910
H 2.4815 -0.2167 -0.7228
H 2.2778 -2.5426 -0.5594
H 1.0702 -3.6172 1.4201
H 0.3239 -2.1097 3.2207
H 0.7876 1.2582 3.5894
H -1.1120 1.0241 4.6150
H -3.2340 0.1947 5.0176
H -5.2405 -0.8988 4.3423
H -5.2939 -2.3012 2.1794
H -3.3759 -2.2283 0.6947
N -1.3306 2.4573 -0.0316
C -2.5422 2.4813 -0.7663
O -2.9343 1.4265 -1.3559
C -3.2782 3.7138 -0.8679
C -4.5140 3.7720 -1.5939
N -5.5778 3.8170 -2.0089
C -2.6275 4.8881 -0.4142
N -2.0103 5.7871 -0.0253
H -1.0353 1.5649 0.2917
H -1.1952 3.2045 0.6602
```

***

A structure of composition C2H4CaO2 at a distorted geometry, computed with ωB97M-V with the def2-TZVPD basis set.

Calculated values
**LUMO level (alpha / beta)**: -0.1566 / -0.1592 Eh
**2S+1**: 2
**ΔE to the lowest compared entry with this formula, charge and spin**: 180.1 kJ/mol
**Gap between HOMO and LUMO (alpha / beta)**: 5.2 / 10.4 eV
**⟨S²⟩**: 0.75
**Charge**: +1

Structure (XYZ):
```
9
C2H4CaO2, DFT ωB97M-V with the def2-TZVPD basis set
C 0.1929 0.6612 -0.0332
C 0.0516 0.8966 1.2848
O 0.1774 -0.7139 -0.2939
H 0.6329 1.1948 -0.8711
H 0.5961 1.7558 1.6789
H -0.8885 0.6552 1.7864
Ca 0.1052 -2.3322 -2.8756
O -0.7355 -1.0401 -1.3489
H -0.1320 -1.0773 0.6726
```

***

The ion C3HO3S with charge -1 at a distorted geometry, computed with ωB97M-V with the def2-TZVPD basis set.

Calculated values
**LUMO level**: 0.1129 Eh
**ΔE to the lowest compared entry with this formula, charge and spin**: 273.5 kJ/mol
**Gap between HOMO and LUMO**: 6.5 eV
**Charge**: -1

Structure (XYZ):
```
8
C3HO3S, DFT ωB97M-V with the def2-TZVPD basis set
C 0.5729 1.4219 -0.8174
C -0.9055 -0.8475 0.5403
C 0.4569 -0.5759 -0.0055
O -1.9602 -0.5350 0.0239
O 0.4216 2.4122 -0.1858
O -0.6302 -1.5064 1.5787
S 0.7846 0.1590 -1.7158
H 1.2599 -0.5283 0.5815
```

***

A structure of composition C3H11N2S at a distorted geometry, computed with ωB97M-V with the def2-TZVPD basis set.

Calculated values
**LUMO level (alpha / beta)**: -0.0992 / -0.2655 Eh
**2S+1**: 3
**ΔE to the lowest compared entry with this formula, charge and spin**: 72.7 kJ/mol
**Gap between HOMO and LUMO (alpha / beta)**: 5.6 / 7.5 eV
**⟨S²⟩**: 2.00
**Charge**: +1

Structure (XYZ):
```
17
C3H11N2S, DFT ωB97M-V with the def2-TZVPD basis set
C -1.6570 1.3693 -0.1537
C 1.5361 -0.7981 0.3029
C 0.1649 -0.7221 -0.3178
N -0.7135 -1.6591 0.0217
N -0.3836 0.9580 0.4313
S 2.6019 0.6355 -0.1340
H -1.5350 1.5092 -1.2270
H -2.4084 0.5990 0.0220
H -2.0146 2.3044 0.2778
H 1.4720 -0.7961 1.3928
H 2.0425 -1.7100 -0.0056
H 0.1311 -0.3970 -1.3530
H -0.6455 -2.1230 0.9148
H -1.5605 -1.8003 -0.5035
H 0.3752 1.5978 0.1884
H -0.4440 0.8570 1.4411
H 3.0386 0.1754 -1.2984
```

***

A structure of composition C48H88F8N11O19PdS8 at a distorted geometry, computed with ωB97M-V with the def2-TZVPD basis set.

Calculated values
**LUMO level**: -0.3817 Eh
**2S+1**: 3
**Gap between HOMO and LUMO**: 5.9 eV
**⟨S²⟩**: 2.00
**Charge**: +5

Structure (XYZ):
```
183
C48H88F8N11O19PdS8, DFT ωB97M-V with the def2-TZVPD basis set
Pd 0.2561 0.5676 0.0433
C -2.0450 3.5715 -4.0484
N -1.2249 4.7308 -4.5403
C -1.7192 5.9732 -4.4394
C -1.0259 7.0295 -4.9708
C 0.2135 6.9137 -5.5462
C 0.7557 5.5776 -5.6058
C 0.0100 4.5406 -5.0445
C 0.9884 8.0233 -6.1252
C 0.4110 9.1969 -6.6597
C 1.1970 10.2184 -7.1560
N 2.5928 10.1437 -7.2487
C 3.1284 9.0614 -6.6369
C 2.3825 7.9933 -6.0989
C 3.4152 11.1116 -7.9359
H -2.7290 3.2844 -4.8446
H -2.6220 3.8731 -3.1523
H -1.3496 2.7451 -3.8454
H -2.7074 6.0917 -4.0357
H -1.4145 8.0012 -5.0523
H 1.7310 5.3025 -5.9169
H 0.3600 3.5575 -5.2548
H -0.6607 9.3400 -6.8076
H 0.7790 11.0903 -7.6555
H 4.1868 8.9474 -6.7416
H 2.8688 7.0762 -5.7229
H 2.7917 11.5208 -8.7606
H 4.3265 10.6220 -8.3270
H 3.6560 11.9442 -7.2631
C 13.3152 5.3101 5.4981
N 12.0430 4.7036 5.1958
C 11.7542 4.1967 3.9460
C 10.5123 3.6612 3.6800
C 9.5075 3.6944 4.6585
C 9.7833 4.2296 5.9001
C 11.0592 4.7025 6.1000
C 8.1530 3.1505 4.3822
C 7.0641 3.8818 4.7864
C 5.8228 3.3797 4.5109
N 5.6535 2.0896 3.9919
C 6.7190 1.3649 3.6393
C 7.9556 1.9131 3.7979
C 4.2463 1.7677 3.5184
H 13.9112 5.2476 4.5779
H 13.7628 4.8066 6.3513
H 13.2093 6.4162 5.6468
H 12.5608 4.1813 3.2361
H 10.4325 3.1051 2.7454
H 9.0435 4.3858 6.6702
H 11.3229 5.1635 7.0844
H 7.1831 4.8861 5.1322
H 4.9003 3.8610 4.8676
H 6.5130 0.4379 3.0977
H 8.7465 1.2893 3.3746
H 3.6976 0.9894 4.1263
H 4.2832 1.5240 2.4636
H 3.6621 2.7026 3.5695
C 3.1456 -4.6779 -0.4027
C 2.2288 -5.0070 0.7961
N 1.6338 -6.3755 0.7979
C 0.6216 -6.3239 1.8292
C 1.0182 -6.7219 -0.5715
C 1.9676 -7.0764 -1.7100
C 2.8039 -7.3251 1.1861
C 2.3040 -8.8069 1.4552
O 3.0893 -9.6467 0.6685
C 3.3881 -10.8546 1.3203
H 4.0203 -5.3283 -0.5238
H 3.5750 -3.6494 -0.2205
H 2.5356 -4.5054 -1.2946
H 1.4970 -4.2410 0.8541
H 2.8163 -4.8754 1.7256
H 0.1798 -7.2720 1.9921
H -0.1592 -5.6970 1.4373
H 0.9476 -5.8951 2.7660
H 0.4579 -5.8033 -0.7790
H 0.3012 -7.4578 -0.3154
H 1.4344 -7.7396 -2.3615
H 2.9241 -7.5967 -1.4566
H 2.3044 -6.1916 -2.2430
H 3.2458 -6.7892 2.0018
H 3.5075 -7.3804 0.3483
H 1.3224 -8.8207 1.0396
H 2.3341 -9.0298 2.5564
H 2.5396 -11.5063 1.4309
H 3.8355 -10.7094 2.3293
H 4.2002 -11.3411 0.7588
C -6.4853 0.4802 4.1644
C -6.2212 1.2851 5.4473
N -4.7698 1.1880 5.9582
C -3.8282 2.0380 5.1326
C -4.7740 1.6246 7.3727
C -5.2042 3.0947 7.5710
C -4.2854 -0.2641 5.9082
C -4.8818 -1.2934 6.8500
O -6.2485 -1.2243 6.8732
C -6.9624 -1.8531 7.8886
H -7.5170 0.7287 3.8492
H -6.4812 -0.5857 4.4224
H -5.7405 0.6454 3.4050
H -6.8324 0.9537 6.2841
H -6.2811 2.3720 5.4360
H -3.8405 1.6568 4.1331
H -2.8604 2.0296 5.6006
H -4.2308 3.0378 5.0403
H -3.8346 1.4215 7.8499
H -5.4202 0.9118 7.9364
H -4.8780 3.4816 8.5082
H -6.3230 3.1764 7.7300
H -4.9969 3.7575 6.7891
H -3.1904 -0.1637 6.1497
H -4.2181 -0.5466 4.8315
H -4.4618 -1.1442 7.8605
H -4.6144 -2.2590 6.5218
H -6.8873 -1.3285 8.8800
H -6.7302 -2.9321 8.0536
H -7.9766 -1.8712 7.5291
C -8.2420 -3.6867 -6.6890
C -6.9899 -3.1358 -6.1255
N -6.3994 -4.0613 -5.0549
C -7.2970 -4.2302 -3.7467
C -6.1967 -5.4437 -5.6369
C -5.5317 -6.4297 -4.6974
C -5.1352 -3.3386 -4.5700
C -3.9207 -3.4471 -5.4425
O -4.0718 -2.8580 -6.7178
C -3.0267 -3.1968 -7.6469
H -8.7971 -2.9397 -7.3115
H -9.0297 -3.9143 -5.9300
H -8.1697 -4.5816 -7.3241
H -7.1120 -2.1592 -5.6264
H -6.2778 -2.9728 -6.9143
H -7.4542 -3.2477 -3.3442
H -6.8161 -4.9144 -3.0864
H -8.1745 -4.7872 -4.1181
H -5.5119 -5.3288 -6.4217
H -7.1696 -5.7578 -5.8992
H -5.1620 -7.3069 -5.2874
H -6.2362 -6.8002 -3.9393
H -4.5857 -6.0174 -4.3342
H -4.9164 -3.7827 -3.5863
H -5.4791 -2.2870 -4.4090
H -3.6546 -4.4973 -5.5603
H -3.0397 -2.9643 -4.9743
H -3.2025 -2.5891 -8.5715
H -3.0850 -4.2756 -7.8799
H -2.0148 -2.8641 -7.3102
N 3.0089 0.2056 -2.6734
S 1.5323 0.6084 -3.1689
O 0.5112 0.5376 -2.1429
O 1.4771 0.1470 -4.5189
F 1.5341 2.2426 -3.3422
S 3.4225 0.0179 -1.2907
O 4.4534 -0.9147 -1.1290
O 2.5001 -0.0764 -0.2724
F 4.0867 1.4953 -0.9615
N -1.1299 -1.3788 -0.1049
S -0.7672 -2.6329 -0.9975
O -1.4850 -2.7812 -2.2520
O -0.3604 -3.8653 -0.2983
F 0.6535 -2.0184 -1.4873
S -2.6558 -1.6482 0.6202
O -2.4730 -2.7147 1.5648
O -3.8926 -1.5834 -0.1176
F -2.4957 -0.4158 1.6476
N -1.0195 2.4495 -0.0527
S -2.5666 2.6174 -0.4565
O -2.7327 3.9514 -0.9049
O -3.5204 2.2686 0.5303
F -2.7253 1.5763 -1.5583
S 0.2402 3.2423 -0.6326
O 0.1267 3.9531 -1.8332
O 1.3502 2.4924 -0.1443
F -0.0105 4.5326 0.6796
N 0.3812 0.2890 2.1982
S 0.3278 1.6049 3.2680
O 1.3653 2.5197 3.0535
O 0.0031 1.1351 4.5836
F -0.8666 2.5407 2.6547
S 0.8370 -1.0689 2.8699
O -0.1684 -1.8807 3.4776
O 2.1002 -0.8589 3.5054
F 1.2436 -1.6364 1.2951
```

***

A structure of composition C6H16O3SSi at a distorted geometry, computed with ωB97M-V with the def2-TZVPD basis set.

Calculated values
**LUMO level**: 0.0213 Eh
**ΔE to the lowest compared entry with this formula, charge and spin**: 230.7 kJ/mol
**Gap between HOMO and LUMO**: 10.7 eV

Structure (XYZ):
```
27
C6H16O3SSi, DFT ωB97M-V with the def2-TZVPD basis set
C 3.0008 -0.3184 -0.3419
C 1.1116 -1.6104 -1.5917
C 1.0638 2.1567 0.9263
C -0.6234 1.2530 -1.6393
C -3.1918 -1.0460 2.1973
C 1.4677 -0.7433 -0.3037
O -3.0286 0.8165 0.4288
O -0.8591 0.1785 1.2815
O -1.9542 -1.2718 -0.2648
Si 0.2351 0.5920 0.0075
S -2.2309 -0.3135 0.7506
H 3.2789 0.2329 -1.2892
H 3.2115 0.3158 0.4900
H 3.5545 -1.2546 -0.4609
H 1.7412 -1.2814 -2.3989
H -0.0258 -1.5344 -1.6428
H 1.3191 -2.7565 -1.4770
H 0.3101 2.8957 0.6344
H 0.7754 2.1051 2.0265
H 2.0399 2.4497 0.6513
H 0.0342 1.9806 -2.1614
H -1.1258 0.3995 -2.1873
H -1.4039 1.8857 -1.3001
H -4.0923 -1.5079 1.7527
H -2.6214 -1.9086 2.6154
H -3.4297 -0.2205 2.7989
H 1.4428 -1.4944 0.4976
```

***

E (Ha)
-2407.00442, -906.21077, -738.78393, -628.14852, -8024.05496, -1151.61777